No. 1
DFT (ωB97M-V with the def2-TZVPD basis set) results for a molecular structure, C43H46N2O4P.

Geometry as XYZ:
```
96
Properties=species:S:1:pos:R:3:forces:R:3:mulliken_charge:R:1
C 6.189484 -4.806969 -0.732553 0.0 0.5 0.0 -0.769
O 6.746450 -3.518205 -0.406728 -0.5 -0.2 -0.8 -0.428
C 5.895314 -2.456471 -0.406897 0.2 0.8 0.7 0.765
C 4.547730 -2.475316 -0.780845 -0.3 -0.7 0.3 -0.867
C 3.670089 -1.525761 -0.256430 0.5 0.4 -0.7 -0.128
C 2.171752 -1.718448 -0.369190 0.1 0.0 -0.5 -0.710
C 1.570860 -2.123562 0.977988 0.5 -0.1 0.9 0.066
C 1.993224 -3.552633 1.380178 1.3 0.0 0.3 0.041
O 3.146005 -3.976774 1.483016 -1.8 0.7 -0.2 -0.686
N 0.858173 -4.256184 1.638473 0.4 0.3 -0.4 0.339
C 0.923266 -5.675249 1.910730 -0.4 -0.4 0.1 -0.998
C -0.375784 -3.586648 1.224152 -0.3 -0.4 -0.1 0.340
C -0.897485 -4.194113 -0.093718 0.1 0.0 -0.1 -1.444
C -1.429896 -3.747628 2.335910 0.3 0.1 0.0 -1.584
N 0.109867 -2.192385 1.031965 -0.2 0.6 -0.3 0.216
C -0.617326 -1.074818 0.761046 -0.3 -0.6 0.0 -0.182
C -1.970228 -1.067467 0.499236 1.2 0.2 -0.3 0.211
C -2.843358 0.070074 0.317615 -0.5 0.7 3.2 0.469
C -4.240457 -0.265604 -0.108624 -1.3 0.1 -0.4 0.927
C -5.147920 0.660795 -0.694482 0.2 0.6 0.7 -0.088
C -6.529987 0.550855 -0.456477 0.0 -0.5 -0.3 -0.860
C -7.079516 -0.640468 0.035569 0.5 0.5 0.1 -0.520
C -6.217604 -1.714091 0.289103 0.1 0.5 -0.5 -0.707
C -4.837781 -1.538254 0.186173 0.3 0.4 0.5 -0.917
C 4.169520 -0.394199 0.395533 -0.2 0.2 0.5 -0.733
C 5.540659 -0.282987 0.661322 0.1 -0.6 -0.4 0.727
O 6.131577 0.671889 1.429274 -0.6 0.7 -0.1 -0.449
C 5.293380 1.707533 1.987965 0.3 -0.7 -0.3 -0.831
C 6.417143 -1.289118 0.191399 -0.4 -0.3 0.9 0.823
O 7.746346 -1.200911 0.478178 0.3 -0.2 0.3 -0.550
C 8.190353 -1.720307 1.767547 -0.5 0.3 -0.8 -0.563
H 7.010195 -5.510732 -0.593898 -0.1 0.1 -0.1 0.271
H 5.355636 -5.052704 -0.058058 0.2 0.1 -0.1 0.295
H 5.842328 -4.830173 -1.775009 0.1 -0.1 0.2 0.315
H 4.163171 -3.313684 -1.370279 0.0 0.2 0.5 0.274
H 1.704939 -0.782625 -0.706777 0.0 -0.2 0.0 0.313
H 1.951915 -2.508391 -1.108156 0.0 0.3 0.2 0.307
H 1.913313 -1.415197 1.761792 0.0 -0.4 -0.4 0.329
H 1.958533 -5.973258 2.091873 -0.2 0.3 -0.1 0.359
H 0.329542 -5.923575 2.793301 0.1 0.0 0.0 0.274
H 0.534611 -6.251633 1.065048 0.1 0.0 0.1 0.361
H -0.110397 -4.206207 -0.857206 -0.1 0.0 0.2 0.332
H -1.242283 -5.225859 0.071703 0.1 0.4 -0.1 0.496
H -1.735608 -3.612211 -0.484232 0.1 -0.2 0.0 0.330
H -0.942983 -3.644605 3.312063 -0.2 0.1 -0.2 0.416
H -2.224325 -3.002676 2.250266 0.1 -0.2 0.1 0.322
H -1.869852 -4.752821 2.273702 0.1 0.3 0.0 0.434
H -0.043923 -0.140898 0.667775 -0.1 -0.5 0.2 0.714
H -2.398953 -2.065474 0.477873 -0.2 0.6 -0.6 -0.762
H -2.716713 0.884534 1.152999 -0.9 -2.9 -1.1 0.563
H -4.787664 1.482221 -1.346112 -0.3 -0.4 0.9 0.547
H -7.183906 1.400722 -0.677747 0.3 -0.4 -0.2 0.402
H -8.153626 -0.727577 0.204340 0.3 0.0 -0.1 0.418
H -6.637362 -2.675158 0.573936 0.2 0.1 0.0 0.423
H -4.215694 -2.398546 0.411565 -0.1 0.2 0.2 0.219
H 3.466273 0.384033 0.727093 0.4 -0.4 0.0 0.406
H 5.982428 2.344718 2.547230 -0.2 -0.1 -0.1 0.303
H 4.794333 2.286308 1.192933 0.2 -0.2 0.2 0.302
H 4.544757 1.262027 2.663198 0.2 0.2 -0.2 0.336
H 9.270029 -1.571581 1.758811 -0.2 -0.1 0.1 0.269
H 7.717877 -1.143825 2.570478 0.1 -0.1 -0.1 0.215
H 7.937417 -2.784131 1.840672 0.1 0.2 0.1 0.213
C 1.771729 4.065304 -0.037120 0.0 -0.3 -0.1 -0.599
C 1.139168 3.448088 1.048597 0.1 0.0 -0.2 -0.821
C -0.100433 2.833115 0.875381 0.0 0.4 -0.3 -0.440
C -0.742710 2.850872 -0.376615 0.6 -0.4 0.2 0.543
P -2.510467 2.320689 -0.423806 0.7 2.3 -2.6 1.331
C -3.284484 3.965141 0.170431 -0.2 -0.2 1.0 -0.061
C -4.650844 4.015070 0.522002 0.1 -0.2 -0.8 -0.421
C -5.319986 5.246428 0.531851 0.3 0.2 0.2 -0.752
C -4.586062 6.437825 0.499778 0.1 -0.1 0.1 -0.438
C -3.191673 6.402043 0.444421 -0.1 -0.6 0.1 -0.669
C -2.548726 5.174166 0.259563 0.2 -0.3 -0.3 -0.222
C -2.782281 2.378357 -2.243229 -0.2 0.3 -0.5 0.050
C -2.336664 1.255425 -2.964299 0.0 0.4 0.1 -0.400
C -2.305151 1.273340 -4.355804 -0.2 0.2 0.0 -0.705
C -2.753927 2.406845 -5.043505 -0.2 0.0 0.1 -0.570
C -3.263530 3.508977 -4.344887 -0.1 -0.3 0.2 -0.665
C -3.293335 3.495290 -2.944744 0.3 -0.3 0.1 -0.114
C -0.041273 3.374538 -1.485240 -0.2 0.2 0.2 -0.173
C 1.194267 4.007355 -1.309971 0.0 -0.3 0.3 -0.749
H 2.754034 4.524259 0.090599 -0.4 0.0 0.0 0.444
H 1.620380 3.440569 2.028589 -0.2 0.0 -0.3 0.481
H -0.602040 2.395363 1.734095 0.0 0.0 0.0 0.426
H -5.174678 3.078459 0.741249 0.0 0.4 -0.5 0.525
H -6.409751 5.306782 0.571397 0.4 -0.2 0.3 0.412
H -5.082592 7.402620 0.588083 0.0 -0.3 -0.1 0.408
H -2.595139 7.312233 0.555092 -0.3 -0.4 -0.2 0.420
H -1.460206 5.185514 0.181119 -0.3 -0.2 -0.1 0.213
H -1.975176 0.384075 -2.420988 0.0 0.1 -0.1 0.320
H -1.948105 0.399285 -4.902525 -0.1 0.3 0.1 0.427
H -2.764397 2.410794 -6.133986 0.1 0.0 0.3 0.391
H -3.668189 4.372228 -4.885813 0.2 -0.4 0.2 0.415
H -3.684976 4.367388 -2.412273 0.2 -0.4 -0.1 0.340
H -0.461459 3.341450 -2.490730 0.0 0.0 0.3 0.312
H 1.720836 4.422523 -2.174308 -0.2 -0.1 0.3 0.438
```
Positions in Å, forces in eV/Å.

Results
charge	+1
2S+1	1
gap between HOMO and LUMO	5.53	eV
energy above the lowest of the compared OMol25 structures with the same formula, charge and spin	74.2	kcal/mol

No. 2
DFT (ωB97M-V with the def2-TZVPD basis set) results for a molecular structure, C43H46O15.

Geometry as XYZ:
```
104
Properties=species:S:1:pos:R:3:forces:R:3:mulliken_charge:R:1
C 2.860103 2.060712 1.488331 -4.3 -1.0 5.2 0.117
O 3.954804 2.599872 1.023241 3.8 0.8 -0.6 -0.533
H 1.893842 2.659724 1.308501 1.3 -1.0 -0.2 -0.095
H 2.847333 2.087681 2.830827 0.1 -0.5 -3.7 0.012
H 2.838034 1.044726 1.101434 -0.9 -0.4 0.6 0.217
H 3.700113 3.333548 0.526929 0.0 2.2 -1.3 0.234
C -0.518795 -3.557276 -2.050243 1.0 -1.0 1.1 0.564
C 0.032254 -4.849052 -2.047143 -3.6 1.0 0.1 -0.543
C -0.933478 -5.976988 -2.177536 0.0 4.6 -0.2 0.372
C -2.379815 -5.741141 -2.278217 6.6 0.4 0.5 -1.035
C -2.794203 -4.390174 -2.215828 -2.2 -4.6 -0.5 -0.479
C -1.970623 -3.394883 -2.129468 6.0 5.8 0.3 -0.011
O -2.371786 -2.044248 -1.960523 -2.0 -0.4 0.4 -0.564
O -0.327687 -7.141030 -2.115430 0.8 -3.7 -0.6 -0.637
H 0.279692 -2.754082 -1.735793 -2.4 -1.0 -1.0 0.281
H 1.086830 -4.894008 -1.758556 -0.3 -0.8 -0.5 0.412
H -2.891349 -6.643872 -2.400315 -1.6 -0.7 -0.1 0.537
H -3.839472 -4.417667 -2.271409 -1.5 1.3 0.0 0.499
H -1.928995 -1.203862 -2.214395 0.5 -1.9 -0.3 0.226
H 0.453730 -7.273605 -2.715383 -1.2 0.8 0.8 0.365
C 2.644473 5.759837 -0.809489 -2.8 0.3 1.8 -0.272
C 2.366106 5.990584 0.622491 3.6 -0.1 -3.7 -0.873
C 3.536498 6.088735 1.478032 -5.2 -0.5 -1.5 0.771
C 4.813078 5.884214 1.062637 -1.3 -0.7 -2.9 -0.798
C 5.000573 5.532849 -0.277891 -1.1 -0.2 -0.2 -0.601
C 3.923472 5.497880 -1.204360 1.0 0.9 1.3 0.727
O 4.195232 5.341087 -2.502908 1.3 -0.7 -1.1 -0.557
O 3.161310 6.196837 2.770177 2.4 0.7 1.6 -0.468
H 1.796171 5.733662 -1.651682 1.8 0.2 2.2 0.214
H 1.351929 6.195591 0.843882 -0.6 0.1 1.0 0.505
H 5.565752 5.783448 1.752782 1.9 -0.1 1.5 0.367
H 5.922854 5.103966 -0.586071 0.8 0.2 -0.4 0.389
H 3.406432 5.441421 -3.026345 -0.4 0.0 -0.2 0.314
H 4.054083 6.324923 3.174686 -1.3 -0.1 0.7 0.291
C 0.701333 2.828080 5.455920 -6.0 -3.7 -2.7 -1.039
C 0.459460 1.822886 6.359317 1.4 0.9 1.8 -0.458
C -0.680676 1.012356 6.470120 -1.2 0.2 -2.1 0.146
C -1.658018 1.091578 5.425764 2.6 1.6 1.0 -0.395
C -1.423055 2.043728 4.384680 -3.0 -1.3 -0.6 -0.270
C -0.320260 2.838107 4.391868 2.1 1.6 0.7 0.997
O -0.201810 3.848719 3.435446 0.0 -0.1 0.9 -0.490
O -0.858623 0.256252 7.613386 -1.3 -2.3 -3.9 -0.510
H 1.481068 3.464527 5.466393 2.6 1.9 0.0 0.672
H 1.207666 1.864396 7.164964 -0.5 -0.8 0.0 0.301
H -2.634124 0.700717 5.506083 -0.7 -0.9 0.1 0.586
H -2.355360 2.176508 3.630185 2.7 -0.1 1.7 -0.110
H 0.157203 4.542487 4.010951 0.1 0.4 -1.0 0.269
H -0.603797 0.837166 8.240690 1.3 2.5 3.9 0.300
C -4.225002 0.412113 0.357514 -1.8 0.2 3.0 -0.805
C -4.244825 1.164752 1.493898 -0.5 1.4 2.7 -0.075
C -5.228358 0.770017 2.457628 3.2 2.9 1.4 0.953
C -6.011069 -0.307479 2.395418 -1.9 -2.6 -1.4 -0.710
C -5.923321 -1.109237 1.240202 -0.8 1.2 0.0 -0.452
C -5.059418 -0.646159 0.204057 -1.4 -3.9 -0.4 -0.204
O -5.081401 -1.411069 -0.965833 -1.5 1.3 0.2 -0.618
O -5.200800 1.434372 3.671955 0.2 0.6 -0.5 -0.542
H -3.529718 0.834958 -0.182976 3.3 0.8 -4.4 1.130
H -3.455213 2.094032 1.676812 -2.5 -2.6 -0.5 0.283
H -6.793293 -0.576356 3.161911 1.1 0.5 -0.7 0.292
H -6.730506 -1.899376 1.205123 1.6 0.6 -0.7 0.341
H -4.360663 -2.004757 -1.087174 1.4 -0.3 0.1 0.212
H -5.753929 0.877869 4.203254 -0.4 0.0 1.0 0.237
C 3.070304 -3.852007 -7.593583 1.5 1.1 -0.8 -0.466
C 2.441502 -4.860258 -6.876191 -1.0 0.6 0.2 -0.594
C 1.714244 -4.601113 -5.692702 -0.7 -1.0 -1.5 0.369
C 1.668357 -3.304372 -5.228927 5.7 0.0 -6.2 0.100
C 2.484686 -2.265456 -5.784918 0.8 -3.5 -4.1 -0.592
C 3.196634 -2.526291 -7.110240 -4.2 -3.5 4.4 0.289
O 3.636031 -1.569428 -7.863267 1.4 -2.3 -3.8 -0.429
O 0.825011 -5.591617 -5.155133 2.6 5.5 4.4 -0.383
H 3.528434 -4.077403 -8.609690 -0.7 0.3 1.4 0.285
H 2.298745 -5.762334 -7.445484 0.1 -0.6 0.3 0.290
H 1.259844 -3.119555 -4.411934 -4.2 1.7 7.1 0.412
H 2.533011 -1.278092 -5.443938 -0.2 1.3 0.9 0.259
H 3.626684 -0.849198 -7.349596 0.2 4.8 2.5 0.284
H 0.674470 -6.147588 -5.807803 -1.2 -4.3 -4.8 0.233
C 0.584630 1.834119 -2.240924 -1.9 4.3 1.4 -1.030
C 0.004541 3.018390 -1.505360 4.2 -3.0 -3.8 -0.230
C -0.662650 2.723724 -0.368888 -0.7 3.6 4.0 -0.019
C -0.884386 1.505898 0.183980 2.3 -3.5 -4.9 -0.684
C -0.380752 0.364613 -0.650497 -2.1 3.9 2.9 -0.699
C 0.274676 0.576302 -1.793566 2.4 0.1 -3.1 0.461
O 0.739117 -0.464344 -2.612983 -2.6 -1.6 2.7 -0.266
O -1.014440 3.883839 0.429740 -2.7 -0.4 -11.5 -0.608
H 1.165614 2.019931 -3.155736 -0.3 -0.2 0.5 0.318
H 0.520762 3.965393 -1.818720 -1.5 -0.7 0.8 0.064
H -1.430780 1.261750 1.024916 -0.9 -0.1 1.7 1.154
H -0.706312 -0.552337 -0.365690 -0.4 -2.9 0.9 1.198
H 1.388197 -0.252331 -3.229169 1.6 1.2 -1.4 0.195
H -0.811512 3.885775 1.241084 2.7 -0.8 9.9 0.222
C 0.985343 -2.073903 1.797320 2.8 1.6 0.2 -0.470
C 0.508170 -3.248821 1.374630 -4.4 -0.7 0.7 -0.343
C -0.882813 -3.602282 1.615571 2.9 -0.1 -0.4 0.597
C -1.739001 -2.684744 2.179130 -2.5 0.5 -1.1 -0.719
C -1.293060 -1.441417 2.491011 4.3 0.5 -0.4 -0.002
C 0.127557 -1.153783 2.365956 -1.2 0.9 1.6 -0.024
O 0.736075 -0.019782 2.899644 0.0 -0.7 -1.1 -0.413
O -1.334516 -4.830513 1.376922 -2.4 -0.5 0.1 -0.550
H 2.154504 -1.957458 1.660513 -2.7 0.5 0.5 0.193
H 1.113634 -3.753077 0.721847 1.2 -2.1 -1.1 0.463
H -2.882932 -2.623496 2.141898 1.7 -1.5 0.1 0.186
H -2.047790 -0.776108 2.765139 -0.5 1.6 0.7 0.628
H 0.181787 0.362079 3.565600 -0.7 0.4 0.6 0.002
H -0.773612 -5.503300 1.037521 1.3 -0.2 -0.5 0.334
```
Positions in Å, forces in eV/Å.

Results
charge	0
2S+1	1
gap between HOMO and LUMO	7.57	eV
energy above the lowest of the compared OMol25 structures with the same formula, charge and spin	40.0	kcal/mol